{
  "formula": "C4H23O8",
  "method": "wB97M-V/def2-TZVPD",
  "symbols": ["C", "C", "O", "H", "H", "H", "H", "H", "C", "C", "O", "H", "H", "H", "H", "H", "H", "O", "H", "H", "O", "H", "H", "O", "H", "H", "O", "H", "H", "O", "H", "H", "O", "H", "H"],
  "coordinates": [[-0.462, 0.112, 1.949], [0.569, 0.036, 0.816], [0.554, 1.037, -0.145], [-0.151, 0.958, 2.561], [-0.413, -0.758, 2.603], [-1.509, 0.271, 1.689], [0.411, -0.971, 0.431], [1.573, 0.074, 1.238], [-4.917, -3.042, -3.728], [-5.198, -2.260, -2.480], [-5.033, -0.841, -2.725], [-3.854, -2.927, -3.939], [-5.465, -2.561, -4.538], [-5.069, -4.107, -3.553], [-4.591, -2.661, -1.668], [-6.205, -2.457, -2.113], [-4.156, -0.600, -2.418], [-2.084, -1.892, 7.804], [-2.489, -1.322, 8.458], [-2.677, -2.640, 7.738], [7.072, 0.154, -1.144], [7.742, -0.319, -1.637], [6.847, -0.433, -0.421], [0.984, 5.816, 1.186], [0.928, 5.793, 2.141], [0.166, 5.419, 0.888], [0.337, 5.359, -4.128], [0.254, 4.466, -3.795], [-0.550, 5.717, -4.081], [5.520, 3.165, 3.117], [5.735, 2.248, 3.290], [5.258, 3.515, 3.968], [3.555, -4.861, -2.832], [3.195, -4.147, -2.305], [4.122, -5.342, -2.229]],
  "forces_ev_per_angstrom": [[0.52, 0.82, 0.82], [-0.31, 1.50, -1.60], [-0.78, -0.82, 0.75], [-0.28, 0.30, 0.26], [0.06, -0.37, 0.08], [0.04, -0.02, -0.55], [0.16, -0.88, -0.72], [0.48, -0.56, 0.91], [0.72, 0.44, 0.10], [-0.23, 0.25, 0.36], [-0.18, -1.08, 0.49], [0.09, 0.00, -0.24], [-0.17, -0.63, -0.18], [-0.46, 0.01, -0.38], [0.47, 0.48, 0.13], [-0.33, 0.42, -0.27], [0.12, 0.13, 0.02], [0.19, 0.00, -0.03], [-0.07, 0.19, 0.13], [-0.12, -0.20, -0.09], [0.05, 0.19, -0.05], [0.14, -0.09, -0.16], [-0.18, -0.09, 0.20], [0.12, 0.41, -0.04], [0.03, -0.11, 0.19], [-0.12, -0.32, -0.17], [0.13, 0.21, -0.23], [0.08, -0.31, 0.21], [-0.18, 0.08, 0.05], [0.17, 0.17, -0.10], [-0.02, -0.26, -0.06], [-0.13, 0.10, 0.16], [0.02, -0.15, -0.24], [-0.16, 0.28, 0.11], [0.12, -0.11, 0.13]],
  "lowdin_charge": [-0.168, -0.608, -0.433, 0.040, 0.036, 0.043, 0.045, 0.057, -0.106, -0.331, -0.079, 0.073, 0.075, 0.072, 0.109, 0.101, 0.084, -0.051, 0.025, 0.026, -0.049, 0.022, 0.028, -0.058, 0.021, 0.031, -0.059, 0.036, 0.022, -0.050, 0.026, 0.023, -0.058, 0.035, 0.022],
  "homo_energy_ha": -0.075,
  "orbital_gap_ev": 4.499,
  "e_lumo_ev": 2.46,
  "relative_energy_ev": 3.1701,
  "total_charge": -1
}

{
  "formula": "C2HCl4NO",
  "method": "wB97M-V/def2-TZVPD",
  "symbols": ["C", "C", "N", "O", "Cl", "Cl", "Cl", "Cl", "H"],
  "coordinates": [[1.246, -0.212, 0.624], [-1.049, 0.433, -0.353], [-0.429, 0.310, -1.452], [-0.173, -0.845, -1.990], [1.226, -1.487, -0.313], [0.723, -0.237, 2.353], [-1.924, -0.780, 0.583], [-1.158, 2.073, 0.343], [1.538, 0.745, 0.205]],
  "forces_ev_per_angstrom": [[-1.37, 0.98, 1.95], [-0.62, 0.62, 2.11], [0.97, -0.32, -1.76], [-1.28, 0.84, 0.72], [1.13, -1.34, 0.15], [0.82, -0.02, -2.29], [0.23, 0.42, -0.76], [-0.19, -1.08, -0.58], [0.33, -0.10, 0.46]],
  "lowdin_charge": [-0.994, -1.194, -0.227, -0.271, 0.927, 0.547, 0.589, 0.577, 0.046],
  "homo_energy_ha": [-0.341, -0.333],
  "orbital_gap_ev": [7.752, 7.129],
  "e_lumo_ev": [-1.54, -1.93],
  "relative_energy_ev": 4.0702,
  "total_charge": 0
}

{
  "formula": "C16H27BBr3FKNO2",
  "method": "wB97M-V/def2-TZVPD",
  "symbols": ["C", "C", "C", "C", "C", "C", "C", "C", "C", "C", "B", "C", "Br", "C", "C", "Br", "O", "C", "C", "N", "C", "F", "Br", "O", "H", "H", "H", "H", "H", "H", "H", "H", "H", "H", "H", "H", "H", "H", "H", "H", "H", "H", "H", "H", "H", "H", "H", "H", "H", "H", "H", "K"],
  "coordinates": [[-4.415, -1.771, -0.576], [-3.111, -1.415, -1.555], [-2.855, 0.159, -1.943], [-2.306, -2.577, -2.020], [-0.691, -2.599, -2.301], [0.148, -1.413, -1.496], [1.472, -2.120, -0.758], [1.015, -3.008, 0.542], [2.704, -1.075, -0.499], [2.664, -0.264, 0.919], [1.898, 1.208, 0.851], [2.367, 2.339, -0.215], [4.348, 2.835, -0.171], [1.562, 3.070, -1.222], [-0.027, 2.730, -1.395], [2.309, 4.514, -2.456], [0.498, 0.893, 1.141], [0.070, 1.284, 2.499], [-1.534, 1.589, 2.647], [0.501, 0.272, 3.544], [1.163, 2.496, 2.741], [0.546, 3.637, 2.026], [1.367, 3.240, 4.597], [2.343, 1.814, 2.157], [-5.213, -2.432, -1.120], [-4.101, -2.321, 0.410], [-4.915, -0.746, -0.309], [-3.839, 0.691, -2.355], [-2.030, 0.180, -2.780], [-2.512, 0.780, -0.998], [-2.907, -3.580, -2.237], [-0.434, -2.501, -3.461], [-0.265, -3.640, -1.968], [0.615, -0.732, -2.350], [-0.502, -0.818, -0.725], [1.868, -2.904, -1.567], [0.208, -3.790, 0.163], [0.440, -2.325, 1.335], [1.963, -3.507, 1.014], [2.735, -0.286, -1.394], [3.708, -1.704, -0.611], [3.801, -0.040, 1.209], [2.218, -0.850, 1.828], [-0.633, 2.893, -0.381], [-0.105, 1.584, -1.674], [-0.537, 3.399, -2.227], [-1.768, 2.467, 3.398], [-2.076, 1.765, 1.605], [-2.042, 0.610, 3.100], [0.070, 0.578, 4.457], [0.175, -0.695, 3.325], [4.044, 2.085, -2.745]],
  "forces_ev_per_angstrom": [[0.13, 0.70, -0.92], [0.88, -2.94, -0.71], [0.41, -0.57, 0.53], [-1.50, 2.57, 0.60], [-0.45, 0.55, -0.39], [1.08, -0.89, -0.52], [-0.43, -0.29, -0.91], [-0.59, 0.76, -0.43], [0.28, -0.60, 0.15], [2.18, -0.27, -0.93], [0.60, -1.94, 3.16], [-2.13, 3.46, -5.13], [-1.45, -0.01, 1.85], [0.95, -2.57, 3.06], [-0.11, -0.01, 0.07], [-0.97, -0.96, 1.19], [-2.64, 0.85, 1.29], [0.91, 0.23, 0.20], [-0.51, -0.59, -0.31], [-1.17, 0.27, -0.16], [-0.54, -2.06, -1.89], [1.82, -1.62, 0.64], [0.15, -0.86, -1.48], [-2.48, 4.16, 2.09], [1.53, 1.21, 0.93], [-0.41, 1.18, -2.03], [0.83, -2.00, -0.37], [2.01, -1.51, 0.88], [-1.62, 0.13, 1.74], [-0.56, -1.20, -1.91], [1.50, 2.06, 1.26], [-0.64, -0.25, 2.37], [-1.04, 1.92, -0.61], [-1.15, -0.99, 1.96], [1.29, -1.09, -1.57], [-0.79, 1.60, 1.64], [1.92, 1.40, 0.91], [1.49, -1.42, -1.68], [-2.01, 0.81, -0.78], [-0.21, -1.53, 1.64], [-2.04, 1.26, 0.34], [-2.21, -0.57, -0.56], [0.79, 1.00, -1.96], [1.69, -0.32, -2.14], [0.07, 2.41, 0.53], [1.30, -1.46, 1.67], [0.68, -1.67, -1.64], [1.36, -0.09, 2.18], [1.19, 2.10, -0.98], [0.58, -0.62, -1.34], [0.07, 1.23, 0.10], [-0.04, -0.93, -1.65]],
  "lowdin_charge": [-0.110, -0.269, -0.110, -0.083, -0.202, -0.171, -0.342, -0.097, -0.176, -0.083, -0.974, -0.394, 0.623, -0.617, -0.116, 0.561, -0.011, -0.437, -0.026, 0.050, -0.618, -0.107, 0.694, -0.065, 0.075, 0.079, 0.069, 0.096, 0.079, 0.071, 0.110, 0.112, 0.093, 0.105, 0.109, 0.132, 0.080, 0.085, 0.091, 0.083, 0.114, 0.114, 0.108, 0.103, 0.072, 0.088, 0.093, 0.083, 0.091, 0.073, 0.082, 0.590],
  "homo_energy_ha": -0.296,
  "orbital_gap_ev": 7.104,
  "e_lumo_ev": -0.96,
  "total_charge": 0
}

Number 1: electronic energy -768.03106 a.u.. Number 2: electronic energy -2047.37031 a.u.. Number 3: electronic energy -9277.52973 a.u..